# 1
45
Properties=species:S:1:pos:R:3:forces:R:3 method="wB97M-V/def2-TZVPD" lumo_ev="-2.13 / -3.24" de_lowest_kj_mol=51.6 multiplicity=2 total_charge=+1
Ru -0.26791 -0.28490 -0.26427 -0.1 0.4 0.0
O -3.83826 0.98932 1.50018 0.0 0.0 0.0
C -2.60438 0.76486 1.12575 0.0 0.0 -0.1
O -2.30897 -0.08569 0.29785 0.0 0.0 0.0
C -1.57526 1.60216 1.83240 0.0 0.0 0.1
O -0.33643 1.56166 1.15531 0.1 0.0 -0.1
C -0.12898 2.71510 0.29893 -0.1 -0.1 -0.1
C -0.87866 2.51070 -1.02641 0.2 -0.1 0.0
O -1.56212 3.40363 -1.47366 -0.1 0.1 -0.1
O -0.66615 1.34257 -1.54777 -0.2 0.0 -0.1
H -4.44714 0.40187 1.02251 0.0 0.0 0.0
H -1.94718 2.62166 1.94097 0.0 0.0 0.0
H -1.43982 1.18041 2.83217 0.0 0.0 0.0
H -0.45381 3.61798 0.81050 0.0 0.0 0.0
H 0.94328 2.75421 0.11307 0.0 0.0 0.0
N 2.68283 -1.61182 2.96020 0.1 0.0 0.0
C 1.78575 -1.35055 2.00073 -0.1 0.0 -0.2
O 1.65826 -0.22975 1.50612 0.1 0.0 0.3
C 0.90440 -2.45876 1.50033 0.0 -0.1 0.1
C -0.43364 -1.85473 1.10903 0.0 -0.1 -0.2
H 3.28826 -0.87674 3.28621 0.0 0.0 0.0
H 2.77307 -2.52840 3.35976 0.0 0.0 0.0
H 0.80479 -3.25546 2.24482 0.0 0.0 0.0
H 1.40265 -2.89322 0.62738 0.0 0.0 0.0
H -0.91449 -1.42952 1.99681 0.0 0.0 0.1
H -1.09825 -2.62881 0.72403 0.0 0.0 0.0
S 3.02326 0.07799 -3.38308 0.0 0.0 0.0
C 3.58495 0.75177 -1.91879 0.0 0.0 0.0
C 2.68361 0.54305 -0.93258 0.0 -0.1 -0.1
N 1.56628 -0.16648 -1.32611 -0.1 0.0 0.2
C 1.62789 -0.46185 -2.60150 0.0 0.0 0.0
H 4.52785 1.26727 -1.85394 0.0 0.0 0.0
H 2.77458 0.86044 0.08981 0.0 0.0 0.0
H 0.84243 -0.96821 -3.13236 0.0 0.0 0.0
C -1.50590 -4.73008 -3.00693 0.0 0.0 0.0
N -1.63776 -3.29239 -3.24635 0.1 0.1 -0.1
C -2.55850 -2.84668 -4.29627 0.0 0.0 0.0
C -1.20942 -2.43870 -2.35417 -0.2 -0.1 0.1
N -0.81026 -1.69062 -1.57338 0.2 0.1 -0.1
H -1.20840 -5.21492 -3.93525 0.0 0.0 0.0
H -2.45328 -5.15263 -2.66837 0.0 0.0 0.0
H -0.74237 -4.90733 -2.25438 0.0 0.0 0.0
H -2.27124 -3.31285 -5.23722 0.0 0.0 0.0
H -2.49783 -1.76666 -4.40029 0.0 0.0 0.0
H -3.58333 -3.12959 -4.05182 0.0 0.0 0.0

***

# 2
38
Properties=species:S:1:pos:R:3:forces:R:3 method="wB97M-V/def2-TZVPD" lumo_ev=0.67 de_lowest_kj_mol=0.0 smiles="Cc1ccc(NC(=S)NN2CCN(C)CC2)cc1" total_charge=0
C -5.70091 -1.67714 0.00595 0.0 0.0 0.1
C -4.30993 -1.12020 -0.00738 0.0 0.0 0.0
C -4.09889 0.25339 -0.02334 0.1 -0.3 0.0
C -2.82715 0.79182 -0.02654 0.0 0.1 0.0
C -1.71927 -0.04993 -0.01340 -0.6 0.0 0.0
C -1.92120 -1.42966 0.00400 0.1 0.2 0.0
C -3.19863 -1.95287 0.00708 -0.1 0.1 0.0
H -3.33163 -3.02534 0.01942 0.0 -0.1 0.0
H -1.06765 -2.09482 0.01371 0.1 -0.1 0.0
N -0.39876 0.39246 -0.01861 0.9 -0.2 0.0
C 0.15653 1.62154 -0.02974 0.0 -0.2 0.0
S -0.58940 3.09333 -0.00714 -0.2 0.6 0.0
N 1.51856 1.60920 -0.07019 0.4 -0.3 0.0
N 2.25740 0.42855 -0.00879 -0.1 0.2 0.1
C 2.91437 0.22951 1.27735 0.0 -0.1 0.2
C 3.38362 -1.23886 1.35787 0.2 0.1 0.1
N 3.67620 -1.81668 0.05568 0.0 -0.1 0.0
C 2.59162 -2.58007 -0.52504 0.0 0.0 0.0
H 2.95058 -3.03945 -1.44546 -0.1 -0.1 -0.1
H 2.31354 -3.37479 0.16607 -0.1 0.0 0.0
H 1.69938 -1.98434 -0.75906 0.0 0.0 0.0
C 4.20814 -0.80749 -0.83010 0.0 0.1 0.0
C 3.20638 0.33466 -1.11270 0.0 -0.1 -0.3
H 2.63294 0.14015 -2.02292 0.1 0.1 0.0
H 3.75105 1.28226 -1.24807 0.0 0.0 0.0
H 5.10624 -0.40438 -0.35452 0.0 0.0 -0.1
H 4.50645 -1.27797 -1.76832 0.1 0.1 0.0
H 4.29583 -1.28541 1.96312 -0.1 0.0 0.1
H 2.62489 -1.85065 1.84648 0.0 0.0 0.0
H 2.19174 0.44166 2.06765 0.1 0.0 0.0
H 3.76582 0.91773 1.39778 -0.1 0.0 0.0
H 1.98153 2.51226 -0.01074 -0.1 -0.2 0.0
H 0.30095 -0.34695 -0.02426 -0.1 0.2 0.0
H -2.69270 1.85967 -0.04023 0.0 0.0 0.0
H -4.94919 0.91966 -0.03463 -0.1 0.1 0.0
H -6.30992 -1.20408 -0.76242 -0.1 0.0 0.0
H -6.17393 -1.48550 0.96926 -0.1 0.0 0.0
H -5.69271 -2.75086 -0.16455 -0.1 -0.1 0.0

***

# 3
48
Properties=species:S:1:pos:R:3:forces:R:3 method="wB97M-V/def2-TZVPD" lumo_ev=-3.48 de_lowest_kj_mol=35.1 total_charge=+1
Ti 0.08993 -0.30669 -0.39060 0.2 0.2 0.2
O 3.33976 2.30275 -2.54663 0.1 0.0 0.0
C 2.23330 1.78796 -2.04443 0.0 0.0 0.0
O 1.65362 0.82181 -2.48432 0.1 0.0 -0.1
C 1.74022 2.52151 -0.82158 0.0 0.0 0.0
O 0.43784 2.07175 -0.49854 0.0 0.0 -0.1
C -0.60300 2.64478 -1.30844 0.0 -0.1 0.1
C -1.24706 1.57046 -2.17132 0.0 0.3 0.0
O -1.80148 1.81590 -3.19938 -0.1 -0.1 0.0
O -1.16372 0.36530 -1.60916 0.1 -0.3 0.0
H 3.62296 1.78954 -3.31999 0.0 0.0 0.0
H 2.39383 2.28177 0.01605 0.0 0.0 0.0
H 1.76099 3.59948 -0.98419 0.0 0.0 0.0
H -1.36589 3.04121 -0.63569 0.0 0.0 0.0
H -0.22421 3.45117 -1.93241 0.0 0.0 0.0
N 0.57430 -1.65735 -2.03373 0.0 -0.1 0.0
C -0.44069 -2.67054 -2.40846 0.0 0.0 0.0
C -0.82944 -3.56690 -1.23110 0.1 0.1 0.0
C -1.32853 -2.72018 -0.08691 -0.2 -0.3 -0.1
O -2.44358 -2.70346 0.33999 0.1 0.0 0.1
O -0.34579 -1.90631 0.38737 -0.1 0.3 -0.1
H 0.78564 -1.07452 -2.83736 0.1 0.0 0.0
H 1.44652 -2.08922 -1.71681 0.0 0.0 0.0
H -0.07112 -3.28687 -3.22854 0.0 0.0 0.0
H -1.31800 -2.13114 -2.76720 0.0 0.0 0.0
H 0.03478 -4.13830 -0.88333 0.0 0.0 0.0
H -1.60861 -4.25800 -1.54108 0.0 0.0 0.0
N 3.05198 -2.54070 -0.23453 0.0 0.0 0.0
N 3.15750 -1.84316 0.97336 0.0 0.0 -0.1
C 2.50679 -0.67698 1.23873 0.2 -0.1 0.2
O 2.56853 -0.14477 2.32103 0.0 0.1 -0.1
O 1.83516 -0.14388 0.20209 -0.4 -0.1 -0.1
H 2.76868 -3.49424 -0.03571 0.0 0.0 0.0
H 3.95839 -2.57165 -0.68862 0.0 0.0 0.0
H 3.72552 -2.20662 1.72260 0.0 0.0 0.0
N -3.33817 1.94412 4.37725 0.0 0.0 0.0
C -2.60643 1.48664 3.34318 0.0 0.0 0.0
C -3.21646 0.97305 2.18460 0.0 0.0 0.1
C -2.43659 0.51935 1.15711 0.0 0.0 0.0
N -1.09184 0.55070 1.18796 0.1 0.0 0.0
C -0.49762 1.03469 2.29589 0.0 0.0 0.0
C -1.20154 1.50581 3.37085 0.0 0.0 0.1
H -4.33924 1.87080 4.37125 0.0 0.0 0.0
H -2.89653 2.25577 5.22305 0.0 0.0 0.0
H -4.29389 0.92227 2.10618 0.0 0.0 0.0
H -2.89041 0.10158 0.26836 0.0 0.0 0.0
H 0.58572 1.02244 2.31602 0.0 0.0 0.0
H -0.67211 1.87884 4.23715 0.0 0.0 0.0

***

# 4
42
Properties=species:S:1:pos:R:3:forces:R:3 method="wB97M-V/def2-TZVPD" lumo_ev=0.45 smiles="Cn1c(=O)[nH]c(=O)c2[nH]c(NCCCN3CCOCC3)nc21" total_charge=0
C -2.99639 -2.69023 0.16993 0.0 -0.3 0.0
N -3.49151 -1.33530 0.08156 0.0 0.0 0.0
C -2.63440 -0.28276 0.17841 -0.2 1.5 0.0
N -1.29511 -0.35674 0.35393 0.2 -0.4 0.0
C -0.88401 0.90275 0.38907 -0.5 0.3 0.0
N -1.90118 1.78827 0.23285 0.1 0.0 0.0
C -3.05911 1.03385 0.09932 -0.1 -0.9 0.0
C -4.42410 1.39170 -0.08892 0.3 -0.2 0.0
O -4.91845 2.49753 -0.17671 -0.1 0.2 0.0
N -5.20587 0.23298 -0.17082 -0.4 0.1 0.0
C -4.83776 -1.09587 -0.09989 0.0 0.0 0.0
O -5.65391 -1.98530 -0.19296 -0.3 -0.2 0.0
H -6.19954 0.38378 -0.30388 0.2 -0.1 0.0
H -1.86817 2.79266 0.25185 0.1 0.0 0.0
N 0.39130 1.28490 0.62616 0.1 0.4 0.0
H 0.62688 2.23088 0.36416 -0.1 -0.1 0.1
C 1.45704 0.31065 0.52351 0.2 -0.1 -0.2
H 1.09246 -0.60443 0.99055 0.1 0.0 0.1
H 2.31987 0.68323 1.07768 -0.1 -0.1 0.0
C 1.86826 0.02130 -0.92178 0.1 -0.2 0.3
H 2.12408 0.95694 -1.42334 0.0 0.0 -0.1
C 3.05564 -0.94018 -0.96124 -0.2 0.2 -0.1
N 4.20601 -0.39410 -0.26029 0.1 -0.1 0.0
C 4.94971 0.56646 -1.05788 0.2 0.2 0.2
H 4.27855 1.35654 -1.39673 0.0 0.0 -0.1
C 6.05526 1.18048 -0.19896 -0.2 0.2 -0.3
O 6.93014 0.19538 0.29427 0.1 0.0 -0.1
C 6.21974 -0.75990 1.04545 -0.2 -0.4 0.0
H 6.95222 -1.49899 1.37362 -0.1 0.0 0.0
C 5.11912 -1.42031 0.21442 0.3 0.2 0.2
H 4.56773 -2.12470 0.84027 0.0 0.0 0.0
H 5.58165 -1.97245 -0.62273 0.0 0.0 0.0
H 5.76409 -0.27898 1.92439 0.0 -0.1 0.0
H 6.66602 1.86707 -0.78764 -0.1 0.0 0.0
H 5.59636 1.72525 0.64064 0.0 0.0 -0.1
H 5.40425 0.08586 -1.94323 -0.1 0.0 0.0
H 2.76442 -1.86453 -0.45734 0.0 -0.1 0.0
H 3.29752 -1.18725 -2.00880 0.0 -0.1 0.1
H 1.02726 -0.42838 -1.45118 0.0 0.1 -0.1
H -2.31402 -2.89002 -0.65637 0.0 0.0 0.0
H -2.46121 -2.82333 1.10950 0.0 0.0 0.0
H -3.85290 -3.35953 0.12081 0.1 0.1 0.0

***

# 5
61
Properties=species:S:1:pos:R:3:forces:R:3 method="wB97M-V/def2-TZVPD" lumo_ev=-6.44 total_charge=0
C 1.71472 3.30006 1.72863 0.3 0.2 0.0
C 2.11435 2.49055 0.33658 -0.4 1.7 -0.2
O 1.44154 1.19054 0.20344 1.7 -0.8 -2.9
B 1.79337 0.49214 -1.04582 -2.4 -1.4 3.3
O 1.30913 -0.92881 -1.16270 2.4 1.9 0.6
Ga 2.82582 1.25128 -2.66807 2.0 0.9 1.5
F 3.42962 3.05182 -2.48850 -0.5 -1.7 -0.5
C 4.54310 0.09173 -3.04081 1.7 0.7 -0.7
C 5.60077 0.41588 -1.79475 -2.5 -1.7 0.3
C 5.95734 -1.00825 -0.99552 -0.8 1.4 -0.7
I 7.51651 1.14827 -2.61821 -0.5 0.1 0.3
S 1.46528 1.23622 -4.58087 3.6 -1.2 -7.2
O 1.32039 -0.17583 -5.20473 -0.3 5.0 2.5
O 2.11100 2.28150 -5.57017 -3.0 -3.7 3.9
F -0.10291 1.90991 -4.19894 -1.6 0.4 0.5
H 0.59114 3.09858 2.05922 2.5 0.3 -0.9
H 1.84370 4.46494 1.51307 -0.3 -2.5 0.3
H 2.45844 3.07170 2.62511 -1.7 0.2 -1.9
H 1.73398 3.18091 -0.56010 1.1 -1.5 1.9
H 3.27636 2.32606 0.22808 -2.3 0.6 0.4
H 2.08322 -1.56510 -1.07190 -1.5 1.2 -0.3
H 5.06545 0.54070 -4.00703 -1.3 -1.3 1.7
H 4.30863 -1.05022 -3.14309 0.7 2.1 0.2
H 5.10612 1.20684 -1.08593 1.6 -1.1 -1.3
H 6.40453 -1.71800 -1.81179 -1.0 1.4 1.6
H 6.71374 -0.83746 -0.10796 -1.5 0.1 -2.0
H 4.93687 -1.43215 -0.55292 2.2 1.1 -1.2
Be -1.98176 2.71271 -3.14965 0.6 -0.9 0.2
O -2.47034 0.76506 -0.74286 -0.1 0.1 -1.5
Cl -2.48585 0.81074 0.70633 1.4 1.5 3.3
O -3.85485 0.73261 1.17782 0.1 0.3 -0.4
O -1.88959 2.05324 1.15722 -0.5 -0.7 -0.6
O -1.72857 -0.30786 1.23336 0.0 1.0 -0.3
O -2.49204 4.75209 -0.69238 -1.8 -2.3 -1.3
H -1.97462 5.12743 -1.38131 1.0 1.1 -0.8
Li -4.06700 3.68572 -1.83503 0.5 0.6 1.3
Al 7.82063 -1.09747 -4.49903 -0.3 0.2 0.3
C -3.36688 1.23291 -6.27205 1.2 0.8 -2.2
O -4.27062 1.23996 -5.30365 0.4 0.5 1.7
H -2.31098 1.36118 -5.97904 0.0 -0.5 0.4
H -3.29769 0.32322 -6.89237 -0.3 -0.7 0.5
H -3.45732 2.00650 -7.05349 -0.5 0.4 0.2
C -4.14614 -3.16839 0.39133 2.1 0.3 -2.1
Cl -4.35660 -4.26276 -0.99884 -0.1 0.1 0.4
Cl -3.07559 -3.93344 1.59259 -0.9 0.2 -0.4
Cl -3.42000 -1.63830 -0.16205 -1.5 -2.7 -0.4
Cl -5.73208 -2.83903 1.13345 -1.1 0.3 1.4
F -1.81971 -5.03037 5.37393 0.1 -0.3 -0.1
C -2.30372 -3.86738 5.82976 -0.4 1.1 0.4
C -2.70837 -2.89274 4.92422 0.0 -0.1 0.0
C -3.21718 -1.68366 5.39838 0.1 -0.2 0.4
C -3.30554 -1.45833 6.77432 0.0 -0.1 -0.1
C -2.89209 -2.44086 7.67522 0.0 0.0 -0.4
C -2.39383 -3.65398 7.20076 0.0 -0.1 0.0
H -2.62453 -3.08230 3.85910 0.0 0.1 0.3
H -3.54351 -0.91827 4.69864 0.1 -0.1 0.1
H -3.69830 -0.51341 7.14369 0.1 -0.2 -0.1
H -2.95798 -2.26161 8.74566 0.0 -0.1 -0.2
H -2.07631 -4.43209 7.88695 0.0 0.1 -0.1
Br -8.24729 -2.46584 0.82114 0.6 -0.1 -0.2
Cl 6.78404 -2.88908 0.25354 0.7 -1.9 1.1

***

# 6
50
Properties=species:S:1:pos:R:3:forces:R:3 method="wB97M-V/def2-TZVPD" lumo_ev="0.04 / -2.35" de_lowest_kj_mol=0.0 multiplicity=5 total_charge=0
Co 0.33901 -0.60805 -0.26819 -1.3 -2.8 -2.9
O 2.76485 -2.38590 -2.14111 0.2 0.3 0.3
S 2.64115 -1.31212 -1.16576 1.5 -0.3 0.1
O 3.87322 -0.65503 -0.77677 -0.6 -0.7 -0.1
O 1.85618 -1.82409 0.05809 0.0 0.3 0.1
O 1.66403 -0.26913 -1.66581 -0.6 0.4 -0.5
C -0.58612 -1.84232 3.12533 -0.5 -0.8 -0.7
As -1.10515 -0.61007 1.70077 -2.1 0.4 0.6
C -3.07076 -0.76251 1.44123 0.5 0.1 -0.8
C -1.00664 1.12914 2.58904 1.4 -0.5 -0.6
C -1.80495 1.49848 3.65973 -0.2 0.7 -0.2
C -1.49798 2.67658 4.34534 0.5 0.0 -0.1
C -0.36851 3.43979 4.00520 -0.5 -1.4 -1.0
C 0.43752 3.02896 2.94462 0.5 0.3 -0.5
C 0.12679 1.88038 2.21621 -0.1 -0.6 0.3
As 1.33913 1.04573 0.85807 0.9 3.3 2.6
C 1.95968 2.43521 -0.25789 -0.1 0.9 -0.3
C 2.89282 0.57098 1.88675 0.5 -1.1 -0.1
H -0.46188 -1.29456 4.05362 0.1 -0.1 0.1
H 0.35072 -2.31786 2.76819 -0.6 0.2 0.5
H -1.40782 -2.59691 3.21788 0.9 0.5 0.0
H -3.52993 -0.53849 2.40006 -0.2 -0.2 0.0
H -3.28403 -1.78170 1.09562 -0.1 0.3 0.2
H -3.40923 -0.03206 0.65842 0.6 -0.6 0.8
H -2.72186 0.94999 3.87584 0.3 0.1 0.2
H -2.11922 2.99463 5.16781 -0.1 0.1 0.1
H -0.13344 4.34817 4.48944 0.1 0.7 0.7
H 1.32595 3.61670 2.64975 -0.6 -0.3 0.3
H 2.70727 1.98241 -0.91715 -0.3 0.2 -0.1
H 2.46870 3.17711 0.38761 -0.4 -0.2 -0.4
H 1.06272 2.83848 -0.77706 0.9 -0.1 0.1
H 3.68542 1.33167 1.86005 -0.4 -0.1 -0.2
H 3.28117 -0.40016 1.47828 -0.3 1.0 0.5
H 2.52816 0.46216 2.90013 0.2 -0.2 0.3
S -0.93999 -2.47636 -1.49978 -0.4 -0.2 0.5
C -0.59542 -2.48472 -3.15124 0.8 0.2 -0.8
N 0.61287 -2.55732 -3.70487 -1.5 0.0 0.3
C 0.63473 -2.63773 -5.16963 2.4 -0.8 -0.1
C -0.76238 -2.55211 -5.71878 -1.3 0.0 -0.8
S -1.91102 -2.41787 -4.33631 0.6 -0.1 1.2
H 1.48995 -2.53425 -3.10005 -0.6 -0.1 -0.5
H 1.10664 -3.63500 -5.47442 -0.5 1.3 0.5
H 1.32033 -1.83567 -5.53531 -0.7 -0.6 0.1
H -1.07730 -3.44909 -6.26989 0.4 0.3 0.0
H -0.95426 -1.68243 -6.35821 0.3 -0.2 0.1
F -1.16614 0.47203 -1.25234 0.4 -0.8 0.1
B -1.98097 1.61818 -1.52347 -0.2 1.9 -0.6
F -2.57726 1.57456 -2.77216 0.2 -0.6 0.4
F -1.07869 2.71210 -1.49944 -0.1 -0.2 0.3
F -2.91811 1.71005 -0.49742 0.0 -0.1 0.1